Record 1
DFT (ωB97M-V/def2-TZVPD) results for a cluster of 3 separate species, H6O3 in total.

Geometry as XYZ:
```
9
Properties=species:S:1:pos:R:3:forces:R:3
O 2.549045 -0.653643 0.217663 -0.133 0.130 0.119
H 2.082896 -1.263457 -0.361560 0.029 0.033 0.052
H 1.850495 -0.223043 0.739658 0.081 -0.182 -0.182
O -1.667641 0.910616 -1.375437 -0.021 -0.201 0.178
H -2.516099 0.453068 -1.334792 0.098 0.078 -0.071
H -1.014739 0.215350 -1.522241 -0.061 0.128 -0.059
O -0.084159 0.164158 1.402401 -0.092 0.076 -0.080
H -0.663165 -0.562507 1.146339 0.023 0.093 0.091
H -0.536634 0.959458 1.087971 0.075 -0.156 -0.049
```
Forces are in eV/Å.

As for the structure (SMILES): O.O.O. Its charge is 0. Its HOMO energy is -11.0 eV. As for the frontier orbital gap: 11.276 eV. The electronic energy comes out at -229.309877 Eh.

---

Record 2
DFT (ωB97M-V/def2-TZVPD) results for a cluster of 3 separate species, H6O3 in total.

Geometry as XYZ:
```
9
Properties=species:S:1:pos:R:3:forces:R:3
O 0.731890 -0.018839 -0.843519 2.012 -0.011 0.399
H 1.712457 0.196311 -0.959384 -2.315 -0.244 -0.043
H 0.230766 0.395369 -1.544472 0.271 0.281 -0.329
O -0.385265 -4.094599 1.395543 -1.549 0.160 -0.850
H 0.352194 -3.759928 1.860178 1.412 0.400 0.846
H -0.877464 -3.283822 1.175655 0.148 -0.550 -0.011
O -0.171036 3.548132 -0.393778 0.804 2.619 -1.543
H -0.906570 4.113313 -0.670678 0.591 0.555 -0.308
H -0.686971 2.904063 -0.019545 -1.374 -3.210 1.838
```
Forces are in eV/Å.

As for the structure (SMILES): O.O.O. Its charge is 0. Its HOMO energy is -11.4 eV. As for the frontier orbital gap: 12.122 eV. The electronic energy comes out at -229.293713 Eh.